This record from OMol25 describes 2 unconnected molecules or ions with the total composition C2H5ClNO2S at a distorted geometry. The level of theory is ωB97M-V/def2-TZVPD.

* E_HOMO (spin up / spin down): -3.005 / -3.984 eV
* ΔE to the lowest compared entry with this formula, charge and spin: 0.206 eV
* expectation value of S²: 2.013

The geometry in ORCA input format:
```
! wB97M-V def2-TZVPD RIJCOSX def2/J DEFGRID3
* xyz -1 3
C -1.10839 -0.94606 -0.72270
C 0.09244 1.65711 1.23324
N -0.07768 -0.80754 0.23224
O 1.67205 -0.81458 -1.66503
O 2.36430 -0.52234 0.71469
S 1.43982 -1.17527 -0.23444
Cl -1.09750 2.38264 0.26368
H -0.70849 -1.14433 -1.72694
H -1.80463 -1.75127 -0.43823
H -1.68455 -0.01284 -0.77414
H 1.09861 1.71952 0.88368
H -0.18598 1.41497 2.23395
*
```

Atomic partial charges in e from the natural (NBO) method, atoms 1 to 5: atom 1 (C): -0.45, atom 2 (C): -0.36, atom 3 (N): -0.83, atom 4 (O): -1.01, atom 5 (O): -1.01